a:
Density functional theory data (wB97M-V/def2-TZVPD) for C4H5NOS in the gas phase.

Positions of all 12 atoms, in Å:
N 0.275 1.984 -0.242
C 0.261 0.528 -0.245
C 1.421 -0.325 -0.192
C 0.902 -1.620 -0.116
O -0.469 -1.621 -0.248
C -0.834 -0.339 -0.210
S -2.564 -0.156 -0.211
H 0.862 2.361 0.576
H -0.677 2.261 -0.250
H 2.436 -0.030 0.040
H 1.271 -2.643 0.045
H -2.884 -0.399 1.053

Output
- Total charge: 0
- Gap between HOMO and LUMO: 9.06 eV
- SMILES: Nc1ccoc1S

Here are the natural (NBO) charges for atoms 1 to 4, given in e: -0.81 0.09 -0.34 0.10

***

b:
Density functional theory data (wB97M-V/def2-TZVPD) for C4H5NOS in the gas phase.

Positions of all 12 atoms, in Å:
C -0.256 1.228 -0.806
C -0.436 0.248 0.041
C -1.598 0.275 0.959
O -2.382 1.200 0.993
N 0.517 -0.729 0.337
C 1.590 -1.150 -0.385
S 2.430 -0.410 -1.584
H -0.936 2.120 -0.758
H 0.477 1.191 -1.574
H -1.640 -0.582 1.636
H 0.203 -1.383 1.018
H 2.031 -2.007 0.123

Output
- Total charge: 0
- Gap between HOMO and LUMO: 8.32 eV
- SMILES: C=C(C=O)NC=S

Here are the natural (NBO) charges for atoms 1 to 4, given in e: -0.32 -0.02 0.41 -0.49

***

c:
Density functional theory data (wB97M-V/def2-TZVPD) for C4H5NOS in the gas phase.

Positions of all 12 atoms, in Å:
C -0.993 1.179 -0.595
C 0.168 0.845 -1.155
C -1.681 0.202 0.287
C 1.526 -1.108 0.664
N -0.936 -0.931 0.307
O -2.825 0.301 0.737
S 0.359 -0.939 -0.672
H -1.475 2.166 -0.630
H 0.791 1.353 -1.901
H 0.961 -1.621 1.369
H 1.565 -0.170 1.183
H 2.539 -1.278 0.407

Output
- Total charge: 0
- Gap between HOMO and LUMO: 8.88 eV

Here are the natural (NBO) charges for atoms 1 to 4, given in e: -0.23 -0.39 0.56 -0.80

***

d:
Density functional theory data (wB97M-V/def2-TZVPD) for C4H5NOS in the gas phase.

Positions of all 12 atoms, in Å:
C 0.873 1.358 0.606
C -0.148 1.387 1.517
C -0.286 -0.507 0.002
C -0.622 -1.548 -0.993
N 0.774 0.312 -0.289
O 1.535 -0.091 -1.208
S -1.136 -0.029 1.414
H 1.573 2.204 0.354
H -0.453 2.247 2.209
H -0.339 -1.203 -2.046
H 0.016 -2.377 -0.561
H -1.787 -1.754 -1.007

Output
- Total charge: 0
- Gap between HOMO and LUMO (spin up / spin down): 8.67 / 8.67 eV

Here are the natural (NBO) charges for atoms 1 to 4, given in e: -0.08 -0.44 -0.04 -0.67

***

Quick look at relative energies in kJ/mol: a 0.0; b 23.7; c 132.6; d 164.1.